(1)
Computed, not measured: C40H49FN6S2Si2Sn as an isolated structure, with ωB97M-V/def2-TZVPD.

Values from the calculation:
Highest occupied orbital energy (Ha): -0.0263
Orbital gap (eV): 4.600

The geometry in ORCA input format:
```
! RIJCOSX wB97M-V def2-TZVPD def2/J DEFGRID3
* xyz -2 1
Sn 0.421 0.316 -0.700
S -0.265 3.609 -4.100
S 4.749 -0.025 0.644
Si -0.423 -3.415 0.379
Si -1.176 -1.185 -2.327
F 1.283 -0.670 2.281
N 1.844 0.483 -2.797
N 4.006 -2.605 0.071
N 5.878 -3.745 0.237
N 2.678 -2.392 -0.326
N 6.048 -2.417 0.527
N -0.453 1.437 1.810
C -2.358 -2.580 -1.707
C 1.693 4.495 0.198
C 3.593 -0.162 -4.285
C -2.514 5.041 1.078
C -4.249 -4.555 -1.012
C -4.484 -3.730 -2.104
C -3.124 0.390 0.481
C 0.390 2.309 -3.137
C 1.509 -0.108 4.531
C -2.273 -0.074 -3.428
C 2.201 1.714 -4.804
C 1.223 0.703 5.633
C -0.111 -2.112 -3.604
C -0.429 3.854 1.421
C 0.367 1.776 5.434
C 4.616 -3.820 -0.058
C 1.590 4.669 2.697
C 1.508 1.495 -3.608
C -1.129 5.028 1.170
C -0.183 -5.354 0.570
C -3.072 -4.404 -0.293
C -1.332 3.087 -1.836
C -3.203 3.847 1.231
C -2.098 -3.448 -0.614
C 4.927 -1.665 0.426
C -1.123 -3.034 2.141
C -1.444 3.928 -2.898
C -3.269 0.676 2.973
C -0.271 2.127 -1.949
C 0.964 0.162 3.301
C -2.545 2.645 1.488
C 1.089 3.897 1.474
C -1.133 2.635 1.601
C 3.247 0.878 -5.139
C 0.085 1.242 3.034
C 2.859 -0.318 -3.123
C 3.877 -5.031 -0.489
C -0.185 2.035 4.185
C -3.390 1.384 1.618
C -3.549 -2.758 -2.434
H 3.794 1.036 -6.061
H 4.541 -5.891 -0.438
H -3.763 -2.113 -3.278
H -2.892 -5.070 0.547
H -5.395 -3.830 -2.686
H -4.974 -5.313 -0.730
H -0.128 -5.826 -0.420
H 3.069 -1.123 -2.426
H 3.003 -5.206 0.140
H -2.147 4.736 -3.036
H 0.117 2.430 6.264
H -0.756 -2.731 -4.237
H -2.326 0.136 3.044
H -3.306 0.837 -0.500
H 2.339 -1.476 -0.027
H -0.579 5.954 1.032
H -0.993 -5.847 1.131
H -1.810 -3.811 2.513
H 4.408 -0.836 -4.510
H -1.667 -2.080 2.136
H -2.088 0.047 0.522
H -4.087 -0.042 3.089
H 0.439 -1.414 -4.247
H 2.051 -3.041 0.158
H -4.287 3.839 1.153
H 0.618 -2.766 -3.109
H 6.944 -2.051 0.784
H 1.908 2.533 -5.448
H -3.048 5.963 0.875
H 1.273 5.717 2.647
H 3.512 -4.903 -1.509
H -3.059 0.415 -2.842
H 1.298 4.005 -0.692
H 1.442 2.868 1.553
H 1.206 4.235 3.622
H -1.651 0.718 -3.859
H -0.304 -2.928 2.863
H -3.761 -0.494 0.580
H -1.982 3.168 -0.973
H 1.651 0.490 6.605
H 1.480 5.567 0.121
H -3.313 1.387 3.800
H -4.428 1.723 1.523
H -0.853 2.880 4.066
H 0.751 -5.585 1.101
H 2.683 4.648 2.738
H 2.780 4.366 0.204
H -2.744 -0.614 -4.257
H 2.172 -0.961 4.615
*
```

(2)
Computed, not measured: C40H49N3O3PRuS3 as an isolated structure, with ωB97M-V/def2-TZVPD.

Values from the calculation:
Highest occupied orbital energy (spin up / spin down) (Ha): -0.3372 / -0.3384
Energy relative to the best compared isomer or geometry (same formula, charge and spin) (eV): 0.8256
Orbital gap (spin up / spin down) (eV): 7.457 / 7.530

The geometry in ORCA input format:
```
! RIJCOSX wB97M-V def2-TZVPD def2/J DEFGRID3
* xyz 1 1
Ru 0.052 -0.144 0.010
S -0.612 -0.625 3.714
S 2.259 -0.705 -1.059
S -0.544 -3.926 -0.102
P -1.734 1.576 0.152
O 1.417 1.636 0.431
O -0.493 -0.421 2.233
O -0.713 -2.440 0.055
N -0.697 -0.421 -2.070
N -1.433 -0.161 -4.268
N 2.429 1.864 -0.400
C 4.000 3.424 -1.254
C -1.693 -4.709 1.101
C 1.114 -0.048 5.775
C 3.988 1.170 -2.036
C -3.112 2.213 4.514
C -3.472 -0.493 -0.387
C -3.980 1.589 3.633
C 2.951 3.111 -0.437
C -1.732 3.320 -0.378
C 0.984 -4.361 0.722
C -4.479 -1.164 -1.056
C 2.346 0.318 6.296
C 3.285 0.342 4.075
C -3.842 1.447 -1.755
C 1.815 -3.356 1.180
C 2.925 0.868 -1.169
C 3.297 -5.034 2.060
C -3.150 0.826 -0.722
C 1.310 -5.704 0.885
C -1.449 0.609 -5.510
C 2.468 -6.037 1.568
C -0.100 1.602 -3.191
C -1.603 -3.014 2.990
C -2.361 1.796 1.859
C 4.529 2.431 -2.082
C -5.168 -0.534 -2.091
C 2.055 -0.016 3.543
C 0.987 -0.219 4.404
C -1.053 -2.628 -4.497
C -0.776 0.258 -3.163
C 2.981 -3.700 1.854
C -3.612 1.386 2.305
C -2.046 -1.487 -4.281
C -1.479 2.400 2.760
C -0.488 -2.439 3.861
C 3.428 0.513 5.446
C -1.856 2.617 4.075
C -4.845 0.765 -2.440
C -1.374 -4.482 2.577
C -0.325 0.251 -6.479
H -2.790 -1.492 -5.077
H -0.484 2.680 2.423
H 4.197 -5.300 2.601
H -2.411 0.433 -5.991
H 1.911 -0.110 2.473
H -4.307 0.915 1.623
H -1.361 3.424 -1.397
H -2.742 3.715 -0.296
H -1.687 -5.768 0.834
H -3.600 2.464 -2.043
H 4.131 0.497 3.417
H -0.321 0.946 -7.320
H 4.405 4.426 -1.246
H -1.409 1.670 -5.274
H -1.578 -3.584 -4.452
H 5.354 2.645 -2.749
H -2.588 -1.629 -3.343
H 2.721 -7.079 1.719
H -2.570 -2.902 3.487
H -4.721 -2.187 -0.791
H 4.358 0.366 -2.656
H -5.376 1.256 -3.246
H 4.385 0.814 5.855
H 0.649 1.652 -3.982
H -0.825 2.403 -3.352
H 0.386 1.750 -2.229
H -1.168 3.097 4.762
H 1.551 -2.321 1.011
H -2.908 -0.985 0.399
H 2.475 3.813 0.231
H 3.642 -2.922 2.217
H -1.631 -2.406 2.090
H -3.412 2.387 5.540
H -0.457 -0.755 -6.876
H -4.956 1.262 3.971
H 0.647 0.300 -5.985
H -0.341 -4.769 2.774
H -2.002 -5.149 3.170
H 0.661 -6.479 0.492
H -0.562 -2.703 4.918
H -1.074 3.869 0.294
H 0.259 -0.195 6.427
H 0.495 -2.703 3.468
H 2.461 0.460 7.363
H -2.668 -4.291 0.838
H -1.126 -1.337 -2.068
H -0.269 -2.622 -3.737
H -5.957 -1.058 -2.615
H -0.576 -2.550 -5.474
*
```

(3)
Computed, not measured: C40H50BIrN11S5 as an isolated structure, with ωB97M-V/def2-TZVPD.

Values from the calculation:
Highest occupied orbital energy (spin up / spin down) (Ha): -0.4353 / -0.4544
Energy relative to the best compared isomer or geometry (same formula, charge and spin) (eV): 1.1859
Orbital gap (spin up / spin down) (eV): 6.577 / 7.082

The geometry in ORCA input format:
```
! RIJCOSX wB97M-V def2-TZVPD def2/J DEFGRID3
* xyz 2 2
Ir 1.374 -1.151 -0.445
S -0.917 1.222 -2.208
S -0.359 -0.937 0.895
S -0.449 1.156 0.994
S -1.607 0.054 -3.856
S 4.396 -2.551 -3.657
N 4.792 -2.020 -1.035
N -2.177 -2.853 0.512
N 2.574 -0.499 0.867
N -2.870 -0.831 -0.515
N -2.011 -2.805 -2.326
N -3.229 1.739 -0.787
N -1.917 1.426 3.363
N -3.020 0.751 1.591
N -2.647 3.376 -2.134
N 2.681 -1.686 -1.975
N 0.051 -1.716 -1.854
C 2.774 -2.284 -4.206
C 3.370 -0.445 1.840
C -2.646 5.594 -3.219
C 0.241 0.732 4.360
C -1.821 -3.641 -4.673
C -4.128 2.757 -0.637
C -1.923 4.251 -3.141
C 3.917 0.865 3.912
C -1.764 -1.682 -0.194
C -0.023 -0.694 -4.064
C 6.165 -2.744 2.930
C -1.837 1.179 2.046
C 2.015 -1.833 -3.196
C 5.511 -3.967 2.979
C -3.204 1.136 3.755
C 4.018 2.071 4.593
C -2.334 2.123 -1.718
C -1.668 -4.001 -3.198
C -1.971 3.581 -4.509
C -3.751 -1.482 -1.385
C -0.789 1.857 4.275
C -0.180 3.143 3.720
C -1.368 2.126 5.658
C 3.564 0.848 2.565
C 3.427 3.255 2.586
C -1.162 -2.113 -1.555
C 3.458 -2.900 2.326
C -0.493 4.500 -2.661
C -3.881 0.712 2.659
C 3.778 3.266 3.931
C 0.581 -1.461 -3.146
C 3.945 -2.042 -2.066
C 4.106 -1.669 2.285
C -3.773 3.769 -1.464
C 4.156 -4.044 2.681
C -3.370 -2.477 -2.184
C -2.657 -5.114 -2.820
C -0.270 -4.519 -2.889
C 5.464 -1.595 2.593
C 3.316 2.053 1.907
B -3.442 0.428 0.113
H 2.487 -2.503 -5.220
H -3.547 1.276 4.763
H -2.745 -5.208 -1.737
H -1.420 -3.485 0.744
H 0.138 3.621 -2.756
H -4.238 4.724 -1.613
H 5.970 -0.637 2.572
H -0.119 -5.423 -3.479
H -4.967 2.676 0.031
H 3.646 -4.997 2.728
H -1.476 4.231 -5.232
H 0.526 -3.832 -3.156
H -2.740 -3.079 -4.846
H 6.056 -4.861 3.253
H -3.002 3.437 -4.834
H -2.099 6.218 -3.923
H -2.730 -2.638 1.333
H -3.648 -4.956 -3.241
H 3.876 4.206 4.458
H -4.770 -1.127 -1.394
H -1.460 2.622 -4.517
H -0.553 2.451 6.302
H 4.295 2.075 5.639
H -0.168 -4.787 -1.835
H 2.405 -2.955 2.079
H 4.103 -0.065 4.434
H -0.214 -0.184 4.740
H 0.518 -0.444 -4.968
H -1.876 -4.557 -5.263
H -2.658 6.115 -2.261
H 1.027 1.036 5.052
H 3.044 2.036 0.859
H -1.798 1.231 6.107
H 0.316 2.984 2.763
H -0.059 5.294 -3.268
H -2.114 2.923 5.642
H -2.287 -6.056 -3.221
H -4.637 0.323 0.162
H -0.941 3.917 3.610
H 7.219 -2.682 3.163
H -4.071 -3.006 -2.802
H 0.574 3.504 4.419
H -0.487 4.834 -1.621
H 0.712 0.530 3.399
H -0.980 -3.053 -5.037
H 4.454 -1.728 -0.130
H 3.253 4.187 2.065
H -3.663 5.495 -3.597
H 5.747 -2.315 -1.130
H -4.910 0.417 2.547
*
```